[1]
{"formula": "C3H14O3S", "method": "ωB97M-V with the def2-TZVPD basis set", "mol_weight_g_mol": 130.21, "orbital_gap_ev": 8.8, "energy_ev": -20315.2839, "multiplicity": 1, "lumo_energy_ev": 0.479, "fmax_ev_per_a": 1.993, "smiles": "CCSC.O.O.O", "total_charge": 0, "symbols": ["C", "C", "S", "C", "H", "H", "H", "H", "H", "H", "H", "H", "H", "H", "O", "H", "H", "O", "H", "H", "O"], "positions_angstrom": [[-1.279, -1.185, 0.631], [-0.025, -0.725, -0.157], [-0.379, 0.487, -1.483], [-0.360, -0.680, -2.934], [-1.015, -1.963, 1.345], [-1.692, -0.279, 1.069], [-2.008, -1.613, -0.056], [0.708, -0.342, 0.548], [0.362, -1.572, -0.712], [-1.350, -1.132, -2.931], [0.387, -1.455, -2.822], [-0.275, 0.001, -3.773], [-4.699, -2.184, -1.792], [-4.338, -0.846, -2.383], [-4.263, -1.356, -1.559], [4.064, 2.327, 4.582], [4.495, 2.617, 3.192], [4.675, 2.022, 3.924], [2.239, 1.881, 1.647], [2.266, 3.222, 2.244], [2.487, 2.773, 1.420]]}

***

[2]
{"formula": "C3H14O4", "method": "ωB97M-V with the def2-TZVPD basis set", "mol_weight_g_mol": 114.14, "orbital_gap_ev": 10.2, "energy_ev": -11526.8448, "multiplicity": 1, "lumo_energy_ev": 0.651, "fmax_ev_per_a": 1.011, "smiles": "CO.CO.CO.O", "total_charge": 0, "symbols": ["O", "H", "H", "C", "O", "H", "H", "H", "H", "C", "O", "H", "H", "H", "H", "C", "O", "H", "H", "H", "H"], "positions_angstrom": [[-0.101, -0.860, 1.165], [-0.669, -0.201, 0.762], [0.159, -0.538, 2.025], [-0.838, -2.790, -1.479], [-1.170, -3.141, -0.172], [-1.149, -3.541, -2.186], [-1.290, -1.829, -1.770], [0.238, -2.735, -1.704], [-0.718, -2.550, 0.451], [1.485, 2.252, 1.814], [0.784, 1.402, 2.723], [1.646, 3.233, 2.277], [2.423, 1.824, 1.464], [0.819, 2.377, 0.973], [1.412, 1.271, 3.436], [-0.153, 1.042, -1.746], [-1.183, 0.756, -0.804], [-0.173, 0.313, -2.565], [-0.323, 2.031, -2.160], [0.809, 1.060, -1.239], [-2.008, 0.620, -1.266]]}

***

[3]
{"formula": "C3H14O4", "method": "ωB97M-V with the def2-TZVPD basis set", "mol_weight_g_mol": 114.14, "orbital_gap_ev": 10.7, "energy_ev": -11528.1347, "multiplicity": 1, "lumo_energy_ev": 0.675, "fmax_ev_per_a": 1.971, "smiles": "CCCO.O.O.O", "total_charge": 0, "symbols": ["C", "O", "C", "C", "H", "H", "H", "H", "H", "H", "H", "H", "H", "H", "O", "H", "H", "O", "H", "H", "O"], "positions_angstrom": [[0.830, -0.639, -0.083], [-0.011, -0.241, -1.164], [1.891, 0.425, 0.200], [2.847, -0.017, 1.314], [0.198, -0.599, 0.815], [1.135, -1.671, -0.210], [-0.062, 0.719, -1.161], [2.427, 0.656, -0.723], [1.348, 1.308, 0.536], [3.453, -0.876, 1.022], [3.459, 0.832, 1.607], [2.297, -0.394, 2.180], [-2.465, 0.373, 1.480], [-2.552, -0.577, 0.231], [-2.218, 0.275, 0.559], [-1.493, -1.752, -1.416], [-2.454, -2.966, -1.717], [-2.146, -2.371, -1.028], [-2.561, 3.150, -1.013], [-2.127, 1.765, -0.554], [-1.796, 2.600, -0.875]]}

***

[4]
{"formula": "C3H14O5", "method": "ωB97M-V with the def2-TZVPD basis set", "mol_weight_g_mol": 130.14, "orbital_gap_ev": 10.4, "energy_ev": -13574.5961, "multiplicity": 1, "lumo_energy_ev": 0.506, "fmax_ev_per_a": 2.897, "smiles": "C=CCO.O.O.O.O", "total_charge": 0, "symbols": ["C", "O", "C", "C", "H", "H", "H", "H", "H", "H", "H", "H", "O", "H", "H", "O", "H", "H", "O", "H", "H", "O"], "positions_angstrom": [[-0.953, -1.671, 0.879], [-1.139, -0.436, 0.163], [0.467, -2.144, 0.633], [1.387, -2.283, 1.616], [-0.833, -1.658, 1.994], [-1.761, -2.366, 0.650], [-0.344, 0.134, 0.430], [0.640, -2.482, -0.391], [2.416, -2.439, 1.268], [1.387, -1.680, 2.536], [-1.752, 3.239, -0.061], [-1.981, 3.633, 1.375], [-1.291, 3.605, 0.703], [0.798, 0.643, -2.295], [2.181, 1.111, -2.011], [1.274, 1.466, -2.039], [0.723, 1.439, -0.387], [0.191, 2.321, 0.793], [0.583, 1.455, 0.591], [-1.105, -0.398, -2.763], [-0.559, -0.718, -1.352], [-0.328, -0.771, -2.333]]}

***

[5]
{"formula": "C3H15BeO5", "method": "ωB97M-V with the def2-TZVPD basis set", "mol_weight_g_mol": 140.16, "orbital_gap_ev": 8.8, "energy_ev": -13989.7356, "multiplicity": 1, "lumo_energy_ev": -3.983, "fmax_ev_per_a": 3.299, "total_charge": 1, "symbols": ["Be", "C", "C", "C", "O", "H", "H", "H", "H", "H", "H", "H", "O", "H", "H", "O", "H", "H", "O", "H", "H", "O", "H", "H"], "positions_angstrom": [[16.011, -6.482, -14.855], [14.702, -8.527, -16.701], [14.830, -7.148, -17.300], [13.510, -6.712, -17.826], [15.258, -6.293, -16.235], [15.623, -8.822, -16.168], [14.350, -9.219, -17.451], [13.892, -8.594, -15.945], [15.627, -7.073, -18.046], [13.692, -7.042, -18.854], [13.332, -5.626, -17.731], [12.758, -7.310, -17.436], [14.956, -7.150, -13.744], [15.006, -7.732, -12.994], [14.100, -6.802, -13.695], [16.235, -4.932, -14.254], [16.614, -4.446, -15.035], [16.417, -4.398, -13.468], [17.437, -7.169, -15.118], [17.679, -8.090, -15.030], [18.141, -6.581, -14.778], [15.469, -3.959, -17.536], [15.160, -4.831, -17.211], [14.931, -3.601, -18.285]]}

***

[6]
{"formula": "C3H15N2O2", "method": "ωB97M-V with the def2-TZVPD basis set", "mol_weight_g_mol": 111.16, "orbital_gap_ev": 10.9, "energy_ev": -10423.3347, "multiplicity": 1, "lumo_energy_ev": -3.026, "fmax_ev_per_a": 2.137, "total_charge": 1, "symbols": ["N", "C", "C", "C", "N", "H", "H", "H", "H", "H", "H", "H", "H", "H", "H", "H", "H", "H", "O", "H", "H", "O"], "positions_angstrom": [[-0.036, -0.437, -0.611], [-0.139, -1.800, 0.105], [-1.378, -2.518, -0.334], [-0.105, -1.513, 1.598], [0.766, -0.376, 1.965], [-0.717, 0.192, -0.184], [-0.278, -0.523, -1.594], [0.862, 0.009, -0.477], [0.810, -2.240, -0.182], [-2.244, -2.226, 0.215], [-1.283, -3.576, -0.077], [-1.620, -2.388, -1.384], [-1.055, -1.546, 2.150], [0.328, -2.415, 2.055], [0.808, -0.332, 2.974], [0.258, 0.469, 1.742], [1.084, 4.852, 0.148], [0.525, 5.339, -1.144], [1.040, 4.604, -0.787], [1.564, 2.025, -2.039], [0.179, 2.627, -2.108], [0.632, 1.774, -2.031]]}

***

[7]
{"formula": "C3H15N2O2", "method": "ωB97M-V with the def2-TZVPD basis set", "mol_weight_g_mol": 111.16, "orbital_gap_ev": [11.1, 4.6], "energy_ev": -10408.7272, "multiplicity": 2, "lumo_energy_ev": [-7.486, -13.955], "fmax_ev_per_a": 4.180, "s2": 0.756, "total_charge": 2, "symbols": ["C", "C", "C", "N", "N", "H", "H", "H", "H", "H", "H", "H", "H", "H", "H", "H", "H", "H", "O", "H", "H", "O"], "positions_angstrom": [[1.430, 1.461, -1.297], [-0.016, 1.058, -1.708], [-0.534, -0.092, -0.792], [-0.116, -0.131, 0.595], [1.517, 1.855, 0.087], [1.849, 2.008, -2.150], [1.992, 0.494, -1.215], [-0.582, 1.977, -1.450], [-0.108, 0.772, -2.742], [-1.606, 0.130, -0.838], [-0.309, -1.011, -1.348], [-0.772, 0.381, 1.188], [0.846, 0.523, 0.676], [0.147, -1.078, 0.895], [0.825, 2.567, 0.344], [2.457, 2.034, 0.456], [-0.179, -1.272, 3.850], [-1.227, -1.856, 2.935], [-0.318, -1.560, 2.942], [-1.900, -3.468, 0.094], [-1.304, -2.268, -0.504], [-2.090, -2.524, -0.020]]}

***

[8]
{"formula": "C3H15N2O3", "method": "ωB97M-V with the def2-TZVPD basis set", "mol_weight_g_mol": 127.16, "orbital_gap_ev": 9.2, "energy_ev": -12469.3987, "multiplicity": 1, "lumo_energy_ev": -2.906, "fmax_ev_per_a": 5.914, "total_charge": 1, "symbols": ["C", "C", "C", "N", "N", "H", "H", "H", "H", "H", "H", "H", "H", "H", "H", "H", "O", "H", "H", "O", "H", "H", "O"], "positions_angstrom": [[2.684, -0.482, 1.875], [1.590, -0.149, 0.882], [0.236, -0.063, 1.128], [-0.866, -0.157, 0.162], [2.046, 0.009, -0.420], [3.147, -1.524, 1.561], [2.461, -0.368, 2.916], [3.501, 0.206, 1.623], [-0.124, -0.218, 2.101], [-1.392, -1.004, 0.305], [-0.406, -0.233, -0.870], [-1.452, 0.625, 0.058], [2.883, -0.304, -0.670], [1.589, 0.277, -1.226], [1.514, -1.900, -2.630], [0.442, -1.442, -3.631], [0.798, -1.349, -2.784], [-3.923, -0.010, -1.325], [-3.733, -0.211, 0.095], [-3.227, 0.294, -0.660], [-2.593, 3.022, 1.231], [-2.633, 2.725, -0.299], [-2.542, 2.256, 0.579]]}

***

[9]
{"formula": "C3H15N6", "method": "ωB97M-V with the def2-TZVPD basis set", "mol_weight_g_mol": 135.19, "orbital_gap_ev": 9.7, "energy_ev": -12289.3257, "multiplicity": 1, "lumo_energy_ev": -2.330, "fmax_ev_per_a": 0.508, "total_charge": 1, "symbols": ["C", "C", "C", "N", "N", "N", "N", "N", "N", "H", "H", "H", "H", "H", "H", "H", "H", "H", "H", "H", "H", "H", "H", "H"], "positions_angstrom": [[-0.982, 1.204, 1.057], [-0.522, 1.331, -0.367], [1.803, -0.261, 0.096], [-0.902, -0.181, 1.485], [-0.892, 0.437, -1.239], [0.131, 2.427, -0.724], [1.645, -1.471, -0.436], [3.054, 0.018, 0.444], [-2.095, -1.855, -0.619], [-0.402, 1.903, 1.682], [-2.034, 1.514, 1.090], [-1.219, -0.267, 2.444], [0.074, -0.471, 1.432], [-0.573, 0.522, -2.192], [-1.388, -0.471, -0.954], [0.422, 3.112, -0.048], [0.434, 2.565, -1.675], [2.413, -2.130, -0.554], [0.727, -1.790, -0.690], [3.283, 0.901, 0.865], [3.829, -0.634, 0.326], [-3.093, -1.791, -0.782], [-1.774, -2.724, -1.030], [-1.940, -1.889, 0.385]]}

***

[10]
{"formula": "C3H15NO3", "method": "ωB97M-V with the def2-TZVPD basis set", "mol_weight_g_mol": 113.16, "orbital_gap_ev": [10.9, 5.0], "energy_ev": -10976.2519, "multiplicity": 2, "lumo_energy_ev": [-3.268, -9.147], "fmax_ev_per_a": 6.764, "s2": 0.754, "total_charge": 1, "symbols": ["C", "C", "C", "N", "H", "H", "H", "H", "H", "H", "H", "H", "H", "H", "H", "O", "H", "H", "O", "H", "H", "O"], "positions_angstrom": [[-0.148, 0.660, 1.015], [-0.730, -0.665, 0.632], [-2.240, -0.691, 0.259], [1.358, 0.630, 0.960], [-0.585, 1.135, 1.956], [-0.559, 1.402, 0.231], [-0.443, -1.402, 1.365], [-0.184, -0.986, -0.339], [-2.171, -0.522, -0.796], [-2.787, 0.035, 0.816], [-2.723, -1.717, 0.461], [1.641, 0.391, 0.041], [1.586, -0.069, 1.614], [0.512, -1.109, -3.374], [1.921, -1.354, -3.247], [1.341, -0.709, -3.293], [2.930, -3.337, 1.373], [2.861, -4.392, 2.438], [2.275, -3.710, 1.969], [-2.600, 4.556, -0.306], [-1.759, 5.462, -0.864], [-2.171, 4.629, -1.117]]}

***

[11]
{"formula": "C3H15NO4", "method": "ωB97M-V with the def2-TZVPD basis set", "mol_weight_g_mol": 129.16, "orbital_gap_ev": 9.9, "energy_ev": -13033.9168, "multiplicity": 1, "lumo_energy_ev": 0.207, "fmax_ev_per_a": 1.678, "smiles": "C[C@H](N)CO.O.O.O", "total_charge": 0, "symbols": ["C", "O", "C", "C", "N", "H", "H", "H", "H", "H", "H", "H", "H", "H", "H", "H", "O", "H", "H", "O", "H", "H", "O"], "positions_angstrom": [[0.765, 0.469, 0.808], [1.490, -0.656, 0.300], [0.516, 1.596, -0.208], [0.614, 2.946, 0.485], [-0.686, 1.433, -0.992], [1.269, 0.697, 1.758], [-0.178, 0.117, 1.262], [1.000, -1.042, -0.461], [1.415, 1.569, -0.836], [0.260, 3.792, -0.099], [0.014, 2.880, 1.402], [1.645, 3.132, 0.775], [-1.490, 1.629, -0.403], [-0.808, 0.530, -1.397], [-0.925, -1.853, -2.098], [0.392, -2.572, -1.653], [-0.400, -2.108, -1.350], [1.462, -2.224, 1.057], [0.292, -3.142, 1.438], [1.229, -3.135, 1.339], [-1.998, -1.766, -0.031], [-3.000, -0.715, -0.740], [-2.877, -1.579, -0.356]]}